No. 1
The following is a quantum chemistry calculation of a structure of composition C52H106F16N22O34S16 at a distorted geometry, from OMol25.

The geometry in ORCA input format:
```
! RIJCOSX wB97M-V def2-TZVPD def2/J DEFGRID3
* xyz 0 1
C -1.249 -1.169 1.101
C -0.368 -0.290 2.027
N 0.135 0.971 1.419
C 1.040 1.711 2.309
C 0.944 0.726 0.160
C 1.985 -0.378 0.245
C -1.078 1.872 1.130
C -0.898 3.260 0.479
O -0.273 3.322 -0.804
C 0.737 4.314 -0.825
H -1.781 -1.974 1.680
H -0.710 -1.486 0.215
H -2.045 -0.590 0.738
H 0.501 -0.798 2.405
H -0.868 0.065 2.898
H 0.723 1.859 3.342
H 1.273 2.662 1.850
H 2.012 1.261 2.194
H 1.357 1.691 -0.150
H 0.285 0.504 -0.641
H 2.728 -0.223 1.035
H 2.560 -0.446 -0.695
H 1.629 -1.329 0.452
H -1.629 2.104 2.060
H -1.753 1.262 0.590
H -0.465 3.966 1.249
H -1.850 3.610 0.242
H 1.007 4.601 -1.846
H 1.456 3.937 -0.150
H 0.248 5.187 -0.391
C 1.580 -3.423 -8.158
C 2.366 -3.167 -6.869
N 2.046 -1.760 -6.237
C 1.827 -0.668 -7.301
C 0.732 -1.872 -5.473
C 0.794 -2.699 -4.205
C 3.118 -1.431 -5.272
C 4.412 -0.904 -5.824
O 5.095 -1.837 -6.676
C 6.512 -1.666 -6.540
H 1.469 -4.478 -8.447
H 2.146 -2.976 -8.997
H 0.548 -3.007 -8.187
H 3.400 -3.113 -7.137
H 2.172 -3.873 -6.072
H 1.449 0.211 -6.754
H 1.105 -1.180 -7.987
H 2.738 -0.649 -7.793
H 0.023 -2.222 -6.182
H 0.518 -0.861 -5.133
H 1.399 -2.199 -3.392
H 1.120 -3.748 -4.411
H -0.254 -2.668 -3.812
H 3.286 -2.294 -4.713
H 2.777 -0.699 -4.554
H 5.060 -0.709 -4.941
H 4.201 0.025 -6.354
H 6.791 -1.824 -5.498
H 6.759 -0.665 -6.863
H 6.921 -2.441 -7.123
C 1.755 7.302 -2.010
C 3.252 7.497 -1.910
N 3.624 8.054 -0.572
C 3.161 9.211 -0.016
C 3.616 9.236 1.258
N 4.361 8.099 1.434
C 4.308 7.387 0.353
C 5.068 7.627 2.679
H 1.242 6.713 -1.217
H 1.577 6.706 -2.962
H 1.133 8.197 -2.063
H 3.666 8.244 -2.623
H 3.782 6.546 -2.021
H 2.577 9.929 -0.504
H 3.620 9.997 2.023
H 4.974 6.535 0.200
H 4.358 6.957 3.132
H 5.225 8.547 3.259
H 6.031 7.132 2.477
C -1.023 -5.497 -6.673
C -1.785 -6.541 -5.938
N -1.267 -6.867 -4.600
C -1.231 -8.095 -4.044
C -0.904 -7.916 -2.736
N -0.601 -6.534 -2.588
C -0.921 -5.965 -3.724
C -0.117 -5.853 -1.365
H -1.512 -5.202 -7.625
H 0.000 -5.769 -6.897
H -0.921 -4.589 -6.025
H -1.810 -7.587 -6.270
H -2.822 -6.268 -5.827
H -1.346 -8.938 -4.682
H -0.632 -8.558 -1.858
H -0.843 -4.936 -3.934
H -0.579 -6.328 -0.554
H -0.199 -4.761 -1.476
H 0.919 -6.131 -1.264
C 2.721 2.917 5.678
C 1.622 2.699 6.707
N 0.258 2.852 6.092
C -0.575 1.806 5.770
C -1.701 2.324 5.263
N -1.527 3.716 5.228
C -0.319 3.979 5.755
C -2.294 4.697 4.500
H 3.765 2.680 5.953
H 2.701 3.841 5.202
H 2.425 2.312 4.868
H 1.696 3.278 7.607
H 1.726 1.639 6.915
H -0.302 0.768 5.982
H -2.538 1.833 4.689
H 0.034 4.971 5.752
H -2.366 4.384 3.461
H -1.903 5.704 4.558
H -3.303 4.754 4.917
C 0.836 -4.519 2.542
C 2.207 -4.001 2.142
N 3.196 -4.629 3.107
C 4.531 -4.864 2.877
C 4.997 -5.404 4.007
N 4.015 -5.457 4.933
C 2.940 -4.945 4.376
C 4.090 -6.002 6.287
H 0.333 -4.028 3.385
H 0.782 -5.603 2.810
H 0.119 -4.372 1.707
H 2.251 -2.931 2.047
H 2.472 -4.503 1.194
H 4.945 -4.691 1.909
H 5.994 -5.811 4.183
H 2.049 -4.809 4.928
H 3.353 -6.804 6.361
H 3.952 -5.144 6.936
H 5.095 -6.415 6.313
C -1.947 -0.128 -2.609
C -2.759 1.151 -2.065
N -3.192 2.130 -3.172
C -4.038 2.011 -4.235
C -3.869 3.146 -4.919
N -2.909 3.939 -4.287
C -2.412 3.193 -3.302
C -2.400 5.300 -4.568
H -2.246 -0.886 -1.883
H -0.850 0.012 -2.582
H -2.302 -0.394 -3.627
H -2.116 1.705 -1.386
H -3.745 0.880 -1.666
H -4.591 1.127 -4.472
H -4.242 3.378 -5.875
H -1.726 3.538 -2.530
H -1.567 5.258 -5.316
H -2.096 5.639 -3.595
H -3.269 5.882 -4.850
C -8.985 -1.296 6.780
C -8.061 -0.148 6.364
N -7.363 -0.380 5.083
C -8.051 -0.410 3.856
C -7.192 -0.957 2.954
N -6.020 -1.178 3.599
C -6.160 -0.917 4.922
C -4.851 -1.795 2.886
H -8.378 -2.236 6.749
H -9.882 -1.317 6.189
H -9.300 -1.119 7.773
H -7.294 0.093 7.075
H -8.545 0.833 6.233
H -9.117 -0.106 3.841
H -7.308 -1.341 1.976
H -5.432 -1.232 5.705
H -5.291 -2.637 2.375
H -4.124 -2.135 3.616
H -4.438 -1.036 2.214
N -4.813 -4.143 5.290
S -4.487 -5.331 4.341
O -3.984 -6.474 5.049
O -3.947 -4.926 3.100
F -5.938 -5.673 3.883
S -4.922 -3.994 6.860
O -5.938 -2.988 7.091
O -3.742 -3.886 7.634
F -5.645 -5.231 7.447
N 6.212 3.002 0.308
S 7.338 3.987 0.024
O 8.438 3.763 0.828
O 6.738 5.206 -0.231
F 7.847 3.490 -1.448
S 4.720 3.099 0.001
O 4.352 4.197 -0.844
O 3.840 2.845 1.060
F 4.510 1.757 -0.986
N 0.877 2.399 -6.349
S -0.145 2.884 -7.416
O 0.436 2.763 -8.750
O -1.088 3.929 -7.108
F -1.166 1.603 -7.304
S 0.740 2.358 -4.810
O 0.631 3.596 -4.123
O 1.638 1.406 -4.271
F -0.700 1.734 -4.636
N 1.690 -0.964 6.145
S 2.752 -1.335 5.076
O 3.309 -0.200 4.407
O 2.505 -2.400 4.125
F 3.995 -1.845 5.958
S 0.776 -2.147 6.809
O 1.091 -3.519 6.479
O -0.596 -1.713 6.887
F 1.436 -2.014 8.258
N 1.085 6.489 4.549
S 1.356 5.885 3.141
O 1.482 6.700 1.975
O 0.513 4.746 3.097
F 2.777 5.165 3.268
S 1.380 8.048 4.888
O 0.648 8.408 6.001
O 1.462 8.980 3.781
F 2.826 7.829 5.325
N -3.238 -2.642 -4.094
S -4.320 -2.826 -5.222
O -4.151 -4.082 -5.914
O -4.543 -1.694 -6.003
F -5.775 -2.967 -4.444
S -3.158 -3.457 -2.824
O -1.894 -3.081 -2.142
O -3.388 -4.849 -2.863
F -4.310 -2.846 -1.886
N -4.579 1.785 2.992
S -5.683 2.552 3.971
O -5.316 2.426 5.310
O -7.082 2.319 3.726
F -5.352 4.156 3.591
S -4.885 1.724 1.404
O -6.172 1.643 0.883
O -3.905 0.794 0.945
F -4.332 3.201 1.015
N 2.610 -5.667 -3.647
S 3.709 -5.306 -2.565
O 4.737 -6.231 -2.322
O 3.083 -4.743 -1.395
F 4.335 -4.005 -3.315
S 3.235 -6.314 -4.914
O 4.465 -5.722 -5.293
O 2.199 -6.611 -5.815
F 3.722 -7.806 -4.435
*
```

Computed properties:
gap between HOMO and LUMO	9.36	eV
HOMO energy	-9.418	eV
E	-374877.557	eV

Here are the Mulliken charges for atoms 1 to 99, given in e: -0.21, -0.64, 1.39, 0.98, 1.44, -2.41, 1.79, -1.32, 1.02, -0.83, 0.60, -0.09, -0.66, 0.46, 0.59, -0.79, -0.72, 0.39, -0.39, -0.08, 0.23, 0.56, 0.54, -0.68, -0.51, -0.16, 0.68, -0.01, -0.05, 0.42, -1.75, 0.88, 1.04, -1.00, -0.12, 1.53, -0.07, -1.84, -0.26, -0.87, 0.36, 0.42, 0.41, 0.72, -0.87, -0.30, 0.59, 0.66, 0.59, -0.77, 0.25, -0.71, -0.68, 0.51, 0.40, 0.63, 0.45, 0.34, 0.31, 0.29, -0.69, -0.57, 0.25, -0.69, -0.35, 0.39, 0.07, -0.56, 0.20, 0.24, 0.47, 0.26, 0.38, 0.51, 0.44, 0.11, 0.08, 0.29, 0.30, -0.54, -0.51, 0.27, -0.47, -0.53, 0.48, -0.27, -1.00, 0.50, 0.27, -0.08, 0.23, 0.29, 0.48, 0.41, 0.28, 0.56, 0.11, 0.39, -0.41

No. 2
The following is a quantum chemistry calculation of a structure of composition C28H37ClCuN4P2 at a distorted geometry, from OMol25.

The geometry in ORCA input format:
```
! RIJCOSX wB97M-V def2-TZVPD def2/J DEFGRID3
* xyz 0 2
Cu 0.363 -0.968 0.319
C 1.306 -7.870 -0.608
C 0.412 -7.388 -1.490
C -1.041 -7.757 -1.479
C -1.706 -7.781 -0.072
C -1.264 -6.690 0.855
C -0.249 -6.827 1.704
C 0.484 -8.139 1.828
C 0.961 -8.806 0.515
C -0.436 0.736 0.900
H 2.365 -7.649 -0.714
H 0.744 -6.798 -2.345
H -1.208 -8.747 -1.959
H -1.572 -7.023 -2.105
H -2.789 -7.669 -0.248
H -1.572 -8.789 0.357
H -1.881 -5.796 0.843
H 0.031 -6.033 2.408
H -0.119 -8.908 2.351
H 1.371 -7.971 2.460
H 1.896 -9.337 0.768
H 0.251 -9.594 0.205
H 0.091 1.486 0.302
H -0.222 0.857 1.965
H -1.502 0.791 0.653
P -1.568 -1.875 1.056
P -0.013 -2.093 -1.534
N -1.339 -2.411 2.660
N -3.102 -1.085 1.214
N 1.288 -3.259 -1.445
N 0.133 -1.543 -3.135
C -1.917 -3.343 0.059
C -1.505 -3.128 -1.421
C -0.269 -1.974 3.463
C -0.393 -2.585 4.702
C -1.564 -3.413 4.669
C -2.132 -3.295 3.404
C -3.415 -0.049 2.123
C -4.709 0.393 1.873
C -5.200 -0.356 0.746
C -4.199 -1.232 0.350
C 2.417 -3.086 -0.629
C 3.244 -4.189 -0.785
C 2.615 -5.067 -1.713
C 1.418 -4.476 -2.102
C 0.328 -2.354 -4.265
C 0.400 -1.543 -5.382
C 0.250 -0.186 -4.947
C 0.089 -0.200 -3.570
H -2.980 -3.609 0.136
H -1.332 -4.162 0.500
H -1.317 -4.082 -1.930
H -2.306 -2.607 -1.974
H 0.463 -1.282 3.069
H 0.278 -2.439 5.536
H -1.949 -4.013 5.479
H -3.001 -3.751 2.957
H -2.683 0.296 2.846
H -5.230 1.148 2.436
H -6.179 -0.255 0.292
H -4.159 -1.961 -0.438
H 2.541 -2.198 -0.027
H 4.188 -4.341 -0.286
H 2.978 -6.040 -2.011
H 0.638 -4.833 -2.761
H 0.390 -3.425 -4.168
H 0.558 -1.883 -6.396
H 0.269 0.686 -5.585
H -0.070 0.598 -2.863
Cl 3.022 0.328 1.018
C 1.950 0.096 -0.336
H 1.588 1.071 -0.687
H 2.501 -0.429 -1.117
*
```

Computed properties:
gap between HOMO and LUMO (alpha / beta)	6.46 / 7.59	eV
HOMO energy (alpha / beta)	-6.094 / -7.774	eV
E	-111331.592	eV

What are the Mulliken partial charges on each atom? They are as follows, in elementary charge units: -0.50, -0.22, -0.45, -1.05, -1.06, -0.16, -0.31, -0.91, -0.92, -1.28, 0.28, 1.01, 0.33, 0.31, 0.44, 0.32, 0.80, 0.45, 0.24, 0.37, 0.41, 0.35, 0.41, 0.32, 0.45, -0.10, 0.85, 0.73, 0.62, 0.56, 0.55, -0.43, -1.50, -0.55, -0.65, -0.78, -0.52, -0.55, -0.62, -0.68, -0.37, -0.45, -1.14, -1.01, -0.17, -0.21, -0.61, -0.60, -0.37, 1.20, -0.58, 0.63, 0.29, 0.29, 0.47, 0.46, 0.48, 0.40, 0.46, 0.43, 0.37, 0.31, 0.47, 0.78, 0.37, 0.26, 0.45, 0.44, 0.35, -0.23, -0.87, 0.46, 0.73

No. 3
The following is a quantum chemistry calculation of a cluster of 2 separate species, C6H14ClOPS2 in total at a distorted geometry, from OMol25.

The geometry in ORCA input format:
```
! RIJCOSX wB97M-V def2-TZVPD def2/J DEFGRID3
* xyz 0 1
C 0.469 -2.210 1.505
C 1.016 1.143 -0.880
C 0.704 -0.083 -2.944
C -0.768 2.114 -2.448
C 0.503 -0.997 2.458
C -0.086 0.855 -1.955
O -0.693 -0.310 2.674
P -2.043 -1.044 3.344
S -1.394 -1.529 5.188
S -1.412 -0.046 -1.088
Cl -3.087 0.642 3.696
H 1.381 -2.458 1.117
H 0.086 -3.138 2.096
H -0.291 -2.110 0.594
H 1.483 2.247 -1.110
H 0.578 1.367 0.104
H 1.935 0.521 -0.763
H 1.272 0.740 -3.510
H -0.063 -0.432 -3.571
H 1.145 -0.868 -2.400
H 0.039 2.723 -2.845
H -1.335 1.748 -3.313
H -1.270 2.473 -1.500
H 1.022 -0.224 2.037
H 0.810 -1.123 3.512
*
```

Computed properties:
gap between HOMO and LUMO (alpha / beta)	6.45 / 6.94	eV
ΔE to the lowest compared entry with this formula, charge and spin	83.5	kJ/mol
HOMO energy (alpha / beta)	-9.201 / -8.808	eV
E	-51975.378	eV

What are the natural (NBO) partial charges on each atom? They are as follows, in elementary charge units: -0.65, -0.65, -0.61, -0.64, -0.08, -0.17, -0.80, 1.00, -0.26, 0.09, -0.26, 0.22, 0.21, 0.24, 0.21, 0.22, 0.23, 0.21, 0.20, 0.22, 0.21, 0.22, 0.25, 0.19, 0.19

No. 4
The following is a quantum chemistry calculation of a cluster of 6 separate species, C21H31N6O10 in total at a distorted geometry, from OMol25.

The geometry in ORCA input format:
```
! RIJCOSX wB97M-V def2-TZVPD def2/J DEFGRID3
* xyz -1 1
N 32.517 -32.320 -21.292
O 31.587 -33.118 -20.947
O 32.960 -32.326 -22.519
O 33.003 -31.572 -20.421
C 32.300 -36.207 -24.908
C 31.798 -35.142 -23.945
C 30.979 -35.515 -22.765
C 30.649 -36.973 -22.536
C 31.164 -38.062 -23.475
C 32.124 -37.555 -24.663
N 29.896 -37.340 -21.320
O 29.992 -38.559 -20.926
O 29.015 -36.553 -20.893
H 32.772 -36.010 -25.711
H 32.129 -34.188 -24.078
H 30.567 -34.819 -21.950
H 30.712 -39.099 -23.432
H 32.569 -38.379 -25.115
C 28.145 -31.283 -23.988
C 29.462 -31.291 -23.158
C 30.168 -29.987 -22.942
C 29.847 -28.747 -23.748
C 28.500 -28.796 -24.559
C 27.728 -30.138 -24.733
N 30.635 -27.454 -23.555
O 31.428 -27.413 -22.621
O 30.293 -26.563 -24.290
H 27.550 -31.999 -23.995
H 29.788 -32.241 -22.457
H 31.115 -30.031 -22.063
H 28.076 -27.933 -25.183
H 26.876 -30.102 -25.433
C 35.739 -36.715 -19.702
O 36.848 -37.114 -19.141
N 35.645 -36.041 -20.841
C 34.516 -35.268 -21.230
C 36.778 -35.850 -21.704
H 34.753 -36.543 -19.198
H 34.342 -35.183 -22.171
H 34.458 -34.234 -20.767
H 33.759 -35.532 -20.704
H 36.612 -35.076 -22.433
H 37.001 -36.859 -22.107
H 37.731 -35.531 -21.310
C 30.094 -32.580 -18.154
O 29.258 -33.378 -18.379
N 29.785 -31.302 -17.618
C 30.834 -30.241 -17.553
C 28.523 -30.877 -17.350
H 31.203 -32.739 -18.473
H 30.721 -29.801 -16.550
H 30.453 -29.403 -18.237
H 31.848 -30.824 -17.637
H 28.161 -29.936 -17.762
H 28.457 -30.440 -16.321
H 27.745 -31.637 -17.629
C 33.112 -32.051 -15.531
O 32.683 -31.740 -14.419
N 34.147 -31.549 -16.121
C 34.573 -32.105 -17.443
C 34.884 -30.507 -15.554
H 32.515 -32.988 -15.937
H 34.929 -32.873 -17.530
H 35.308 -31.330 -17.765
H 33.956 -32.079 -18.245
H 34.487 -30.078 -14.563
H 34.765 -29.625 -15.998
H 35.888 -30.666 -15.024
*
```

Computed properties:
gap between HOMO and LUMO	7.52	eV
ΔE to the lowest compared entry with this formula, charge and spin	375.0	kJ/mol
HOMO energy	-6.317	eV
E	-51675.522	eV

What are the natural (NBO) partial charges on each atom? They are as follows, in elementary charge units: 0.69, -0.56, -0.56, -0.52, -0.19, -0.18, -0.19, 0.01, -0.17, -0.21, 0.47, -0.40, -0.34, 0.19, 0.24, 0.30, 0.24, 0.21, -0.15, -0.22, -0.21, -0.01, -0.18, -0.24, 0.53, -0.36, -0.37, 0.18, 0.29, 0.30, 0.23, 0.22, 0.51, -0.67, -0.40, -0.39, -0.43, 0.12, 0.21, 0.20, 0.21, 0.21, 0.21, 0.22, 0.54, -0.60, -0.47, -0.42, -0.42, 0.15, 0.19, 0.20, 0.23, 0.18, 0.17, 0.24, 0.52, -0.66, -0.44, -0.36, -0.45, 0.14, 0.16, 0.20, 0.24, 0.25, 0.20, 0.21

Among the records above, which one has the lowest E? C52H106F16N22O34S16